1.
Formula: H2N3
Source: the OMol25 dataset
Level of theory: ωB97M-V/def2-TZVPD

```
5
Properties=species:S:1:pos:R:3:mulliken_charge:R:1
N -1.776 -0.033 -0.085 -0.220
N 1.434 0.169 0.166 0.339
N 0.653 0.675 -0.376 0.121
H -2.649 -0.485 -0.332 0.253
H 2.338 -0.326 0.627 0.507
```

The spin multiplicity is 1. As for the LUMO energy (alpha / beta): -6.575 / -6.576 eV. Its energy above the lowest of the compared OMol25 structures with the same formula, charge and spin is 84.2 kcal/mol. Its HOMO-LUMO gap (alpha / beta) is 9.1188 / 9.1055 eV. As for the charge: +1. The calculation puts the maximum force at 0.085 hartree/bohr.

---

2.
Formula: C6H14O2
Source: the OMol25 dataset
Level of theory: ωB97M-V/def2-TZVPD

```
22
Properties=species:S:1:pos:R:3:mulliken_charge:R:1
C -2.151 0.968 0.675 -1.192
C -0.736 0.404 0.979 -0.623
C 0.161 0.542 -0.267 0.526
C -0.355 -0.435 -1.367 -1.346
C 1.608 0.288 0.071 -0.870
C 2.524 1.126 -0.831 -0.054
O 2.192 2.018 -1.564 -0.467
H -2.790 0.299 0.093 0.301
H -2.633 1.314 1.591 0.369
H -2.019 1.879 0.080 0.299
H -0.579 0.981 1.911 0.395
H -0.788 -0.659 1.302 0.165
H -0.053 1.553 -0.605 0.450
H 0.329 -1.286 -1.338 0.210
H -1.341 -0.833 -1.188 0.390
H -0.112 0.078 -2.302 0.365
H 1.809 0.718 1.078 0.347
H 1.946 -0.744 0.130 0.375
H 3.603 0.977 -0.634 0.359
O -0.009 -2.839 1.015 -0.603
H -0.836 -3.309 1.053 0.299
H 0.231 -3.041 0.120 0.305
```

The spin multiplicity is 1. The SMILES is CC[C@H](C)CC=O.O. As for the LUMO energy: 0.626 eV. Its energy above the lowest of the compared OMol25 structures with the same formula, charge and spin is 35.8 kcal/mol. Its HOMO-LUMO gap is 10.2789 eV. As for the charge: 0. The calculation puts the maximum force at 0.045 hartree/bohr.

---

3.
Formula: C31H81BN4O3Si2
Source: the OMol25 dataset
Level of theory: ωB97M-V/def2-TZVPD

```
122
Properties=species:S:1:pos:R:3:mulliken_charge:R:1
C 2.648 -3.731 -0.365 -0.848
C 4.035 -3.103 -0.521 -0.489
C 4.212 -1.791 0.249 -1.059
C 3.312 -0.613 -0.140 1.025
C 3.619 0.048 -1.488 -0.061
C 3.007 -0.578 -2.753 -0.932
Si 1.147 -0.698 -2.771 0.326
O 0.435 0.586 -2.001 -0.103
Si -0.540 0.455 -0.668 0.455
B -2.450 -0.068 -1.187 0.753
O -3.528 0.715 -0.886 -0.546
O -2.713 -1.234 -1.864 -0.476
C -2.364 -2.494 -1.304 -0.770
H 2.565 -4.251 0.592 0.358
H 1.854 -2.984 -0.401 0.004
H 2.447 -4.458 -1.153 0.367
H 4.779 -3.809 -0.141 0.399
H 4.281 -2.965 -1.577 0.246
H 4.058 -2.006 1.313 0.348
H 5.253 -1.461 0.156 0.414
H 2.257 -0.899 -0.077 -0.560
H 3.450 0.156 0.626 -0.201
H 4.706 0.124 -1.599 0.601
H 3.246 1.076 -1.459 -0.467
H 3.386 -1.585 -2.961 0.255
H 3.304 0.034 -3.612 0.532
H 0.663 -0.779 -4.167 -0.238
H 0.669 -1.917 -2.064 -0.174
H -0.516 1.739 0.080 -0.346
H 0.014 -0.575 0.253 -0.142
H -3.302 1.578 -0.523 0.273
H -3.254 -3.125 -1.312 0.362
H -1.580 -2.971 -1.895 0.288
H -2.019 -2.402 -0.271 0.238
C -8.268 0.038 -5.894 -1.425
C -7.916 -0.528 -4.527 -0.292
N -6.839 -1.503 -4.576 0.137
C -6.683 -2.255 -3.340 -0.817
C -6.247 -1.486 -2.089 -0.576
C -5.604 -1.051 -5.202 -0.824
C -4.913 0.186 -4.615 -0.466
H -8.499 -0.765 -6.594 0.331
H -9.140 0.688 -5.811 0.432
H -7.455 0.634 -6.312 0.288
H -8.788 -1.049 -4.122 0.442
H -7.714 0.308 -3.839 0.234
H -5.962 -3.054 -3.538 0.369
H -7.640 -2.747 -3.141 0.359
H -5.199 -1.199 -2.132 -0.097
H -6.382 -2.113 -1.204 0.417
H -6.837 -0.580 -1.940 0.290
H -5.814 -0.863 -6.257 0.340
H -4.913 -1.898 -5.183 0.364
H -5.632 0.980 -4.405 0.265
H -4.191 0.579 -5.334 0.412
H -4.379 -0.035 -3.693 -0.143
C -1.182 -6.876 4.987 -1.407
C -1.928 -5.692 4.393 -0.368
N -1.175 -5.011 3.352 0.185
C -1.737 -3.724 2.978 -0.672
C -3.121 -3.703 2.319 -0.830
C -0.711 -5.845 2.253 -0.382
C -1.762 -6.625 1.453 -0.952
H -0.201 -6.568 5.353 0.329
H -1.750 -7.287 5.823 0.436
H -1.042 -7.679 4.263 0.292
H -2.109 -4.953 5.179 0.438
H -2.922 -6.030 4.058 0.270
H -1.015 -3.236 2.315 0.311
H -1.776 -3.115 3.886 0.364
H -3.086 -4.056 1.289 -0.013
H -3.502 -2.679 2.302 0.386
H -3.844 -4.312 2.862 0.369
H 0.012 -6.557 2.656 0.388
H -0.144 -5.196 1.581 0.017
H -2.489 -7.103 2.112 0.247
H -1.277 -7.413 0.875 0.391
H -2.310 -5.993 0.755 0.213
C 3.626 5.187 4.115 -1.474
C 3.337 3.805 3.552 -0.074
N 3.187 2.795 4.587 0.113
C 3.191 1.432 4.082 -1.000
C 2.032 0.999 3.178 -0.701
C 2.201 3.087 5.617 -0.726
C 0.757 3.344 5.169 -0.934
H 4.499 5.161 4.768 0.326
H 3.822 5.887 3.302 0.361
H 2.783 5.581 4.685 0.323
H 4.179 3.489 2.927 0.366
H 2.467 3.870 2.877 0.146
H 3.243 0.762 4.945 0.375
H 4.129 1.297 3.533 0.405
H 1.107 0.848 3.734 0.336
H 2.277 0.054 2.689 0.325
H 1.840 1.734 2.392 0.193
H 2.547 3.960 6.175 0.388
H 2.225 2.255 6.324 0.387
H 0.721 4.005 4.301 0.217
H 0.201 3.829 5.973 0.373
H 0.230 2.426 4.910 0.283
C 5.042 6.362 0.392 -0.912
C 4.357 6.405 -0.965 -0.394
N 4.487 5.160 -1.703 0.163
C 4.094 5.267 -3.099 -0.692
C 2.624 5.566 -3.415 -0.864
C 4.041 3.963 -1.006 -0.909
C 2.581 3.910 -0.541 -0.256
H 6.090 6.080 0.284 0.328
H 4.992 7.344 0.864 0.472
H 4.565 5.650 1.066 -0.230
H 4.824 7.181 -1.577 0.502
H 3.310 6.718 -0.823 0.276
H 4.385 4.335 -3.592 0.347
H 4.712 6.054 -3.542 0.416
H 1.983 4.702 -3.248 0.138
H 2.526 5.852 -4.464 0.395
H 2.244 6.393 -2.813 0.261
H 4.694 3.816 -0.142 0.248
H 4.237 3.119 -1.672 0.390
H 2.261 4.862 -0.112 0.465
H 2.450 3.145 0.229 -0.152
H 1.905 3.664 -1.359 0.117
```

The spin multiplicity is 1. As for the LUMO energy: 0.399 eV. Its HOMO-LUMO gap is 8.2710 eV. As for the charge: 0. The calculation puts the maximum force at 0.008 hartree/bohr.

---

4.
Formula: C66H67BF9N2O6
Source: the OMol25 dataset
Level of theory: ωB97M-V/def2-TZVPD

```
151
Properties=species:S:1:pos:R:3:mulliken_charge:R:1
C 1.617 0.294 0.424 -0.614
C 1.659 1.810 -0.239 0.692
O 2.749 2.550 0.039 -0.559
O 0.577 2.362 -1.121 -0.391
C 0.118 1.244 -1.956 0.027
C -0.763 1.643 -3.264 -0.554
C -1.018 0.511 -4.384 -0.749
C -0.728 -1.036 -4.030 0.047
C -2.056 -2.046 -4.165 -0.754
C -2.411 -2.697 -2.681 -0.520
N -3.634 -2.037 -2.040 0.326
C -4.607 -2.730 -1.067 -0.510
C -5.761 -1.613 -0.708 0.061
B -7.067 -1.849 0.263 0.563
O -8.184 -0.845 0.214 -0.516
O -7.273 -2.991 1.190 -0.466
N -5.333 -0.371 -1.462 0.294
C -6.028 1.007 -1.454 -0.394
O -5.663 1.593 -0.122 -0.305
O -5.853 2.881 -0.117 -0.268
C -4.072 -0.606 -2.264 0.070
H 1.963 -0.534 -0.361 0.128
H 2.261 0.177 1.394 0.299
H 0.459 0.066 0.606 0.237
H 1.015 0.549 -2.302 0.240
H -0.575 0.546 -1.279 0.036
H -1.801 2.109 -2.911 0.119
H -0.196 2.550 -3.795 0.302
H -0.385 0.804 -5.352 0.368
H -2.156 0.602 -4.737 0.297
H 0.041 -1.449 -4.845 0.250
H -0.260 -1.285 -2.993 0.083
H -2.977 -1.504 -4.669 0.478
H -1.764 -2.927 -4.908 0.280
H -1.483 -2.766 -1.962 0.285
H -2.744 -3.819 -2.900 0.333
H -4.537 -3.826 -0.662 0.261
H -8.781 -1.206 -0.526 0.339
H -6.568 -3.658 0.915 0.281
H -7.197 0.921 -1.465 0.256
H -5.625 1.647 -2.357 0.341
H -5.108 3.313 -0.644 0.318
H -3.555 0.195 -2.946 0.001
F 3.114 -2.140 -0.397 -0.359
C 4.407 -1.835 -0.221 0.507
C 5.361 -2.376 -1.076 -0.352
C 6.706 -2.055 -0.896 -0.518
C 7.084 -1.203 0.145 -0.352
C 6.120 -0.669 1.001 -0.620
C 4.774 -0.982 0.814 -0.016
H 5.049 -3.042 -1.874 0.421
H 7.458 -2.466 -1.564 0.340
H 8.134 -0.957 0.288 0.395
H 6.417 -0.010 1.813 0.395
H 4.010 -0.568 1.465 0.257
F 0.062 -3.679 -4.745 -0.171
C 0.041 -4.989 -4.466 0.130
C 0.368 -5.906 -5.459 -0.460
C 0.351 -7.270 -5.167 -0.684
C -0.003 -7.703 -3.886 -0.280
C -0.335 -6.775 -2.898 -0.763
C -0.307 -5.411 -3.187 -0.102
H 0.633 -5.552 -6.450 0.439
H 0.613 -7.995 -5.934 0.388
H -0.020 -8.767 -3.660 0.567
H -0.615 -7.114 -1.903 0.401
H -0.554 -4.675 -2.428 0.542
F 7.641 -0.358 -3.220 -0.277
C 6.836 0.712 -3.273 0.093
C 7.102 1.723 -4.190 -0.475
C 6.262 2.835 -4.249 -0.585
C 5.170 2.928 -3.382 -0.704
C 4.915 1.910 -2.462 0.056
C 5.749 0.793 -2.411 -0.199
H 7.959 1.637 -4.849 0.429
H 6.456 3.627 -4.967 0.377
H 4.518 3.797 -3.425 0.456
H 4.067 1.987 -1.785 0.347
H 5.560 -0.011 -1.708 0.333
F 6.141 5.740 -2.351 -0.351
C 5.336 6.810 -2.403 0.106
C 5.602 7.822 -3.320 -0.327
C 4.762 8.933 -3.379 -0.434
C 3.670 9.027 -2.512 -0.497
C 3.415 8.009 -1.592 -0.382
C 4.249 6.892 -1.541 -0.217
H 6.459 7.736 -3.980 0.417
H 4.956 9.726 -4.097 0.390
H 3.018 9.896 -2.555 0.386
H 2.567 8.085 -0.915 0.388
H 4.060 6.087 -0.838 0.538
F -1.623 -2.282 2.290 -0.236
C -2.594 -2.276 3.213 0.167
C -3.819 -1.689 2.913 -0.278
C -4.832 -1.688 3.872 -0.374
C -4.606 -2.264 5.124 -0.700
C -3.371 -2.846 5.417 -0.199
C -2.362 -2.857 4.454 -0.557
H -3.974 -1.239 1.938 0.554
H -5.796 -1.238 3.645 0.388
H -5.395 -2.258 5.873 0.408
H -3.196 -3.290 6.394 0.355
H -1.400 -3.313 4.662 0.438
F -7.138 9.015 1.844 -0.305
C -7.159 7.705 2.124 0.301
C -6.832 6.788 1.131 -0.450
C -6.849 5.424 1.423 0.011
C -7.203 4.992 2.703 -0.618
C -7.535 5.919 3.692 -0.312
C -7.507 7.284 3.403 -0.437
H -6.567 7.142 0.140 0.396
H -6.587 4.700 0.656 0.326
H -7.220 3.928 2.930 0.377
H -7.815 5.580 4.686 0.363
H -7.754 8.019 4.161 0.405
F -3.672 -3.435 8.793 -0.278
C -2.584 -3.792 9.490 0.342
C -2.732 -4.537 10.655 -0.428
C -1.600 -4.913 11.378 -0.384
C -0.332 -4.530 10.933 -0.439
C -0.195 -3.778 9.765 -0.426
C -1.326 -3.412 9.036 -0.236
H -3.726 -4.818 10.989 0.401
H -1.705 -5.502 12.286 0.354
H 0.550 -4.820 11.500 0.357
H 0.793 -3.478 9.423 0.352
H -1.237 -2.835 8.122 0.406
F -0.252 -10.052 -2.127 -0.321
C -1.308 -10.420 -1.389 0.272
C -1.257 -10.286 -0.006 -0.285
C -2.359 -10.664 0.762 -0.415
C -3.495 -11.184 0.138 -0.446
C -3.535 -11.320 -1.251 -0.449
C -2.438 -10.930 -2.019 -0.291
H -0.363 -9.888 0.461 0.418
H -2.332 -10.556 1.843 0.361
H -4.352 -11.483 0.737 0.369
H -4.419 -11.728 -1.734 0.357
H -2.455 -11.021 -3.100 0.406
F 6.706 10.450 -2.060 -0.194
C 7.259 10.241 -0.858 0.152
C 7.131 8.995 -0.254 0.374
C 7.710 8.776 0.996 -0.535
C 8.402 9.809 1.633 -0.462
C 8.521 11.057 1.020 -0.455
C 7.951 11.273 -0.234 -0.487
H 6.583 8.207 -0.760 0.105
H 7.623 7.803 1.473 0.367
H 8.850 9.638 2.610 0.362
H 9.056 11.861 1.520 0.355
H 8.041 12.235 -0.728 0.413
```

The spin multiplicity is 1. As for the LUMO energy: -4.197 eV. Its HOMO-LUMO gap is 5.7663 eV. As for the charge: +1. The calculation puts the maximum force at 0.173 hartree/bohr.

---

5.
Formula: CHNO5S
Source: the OMol25 dataset
Level of theory: ωB97M-V/def2-TZVPD

```
9
Properties=species:S:1:pos:R:3:mulliken_charge:R:1
C -0.710 0.237 -0.293 -0.507
N -1.125 1.387 -0.722 0.801
O -0.842 1.608 -1.963 -0.705
O 0.006 -1.550 3.593 -0.613
O -1.711 2.311 -0.053 -0.756
O 0.372 -2.578 1.299 -0.540
O -1.731 -3.010 2.485 -0.619
S -0.612 -1.994 2.262 0.764
H -0.467 -0.498 -1.144 0.176
```

The spin multiplicity is 1. As for the LUMO energy (alpha / beta): 6.598 / 6.078 eV. Its energy above the lowest of the compared OMol25 structures with the same formula, charge and spin is 69.6 kcal/mol. Its HOMO-LUMO gap (alpha / beta) is 6.8202 / 6.6710 eV. As for the charge: -2. The calculation puts the maximum force at 0.057 hartree/bohr.